(i)
Molecular formula: C2H6N2O
Method: DFT, ωB97M-V/def2-TZVPD

Cartesian coordinates (Å):
N 1.02 0.47 -1.09
C 0.18 0.68 0.13
C 0.11 -0.51 0.90
N -0.89 -1.40 0.88
O -1.63 -1.14 -0.28
H 1.96 0.23 -0.81
H 0.57 -0.21 -1.71
H 0.59 1.57 0.65
H -0.85 0.96 -0.28
H 0.76 -0.57 1.83
H -1.83 -0.08 -0.23

Computed properties:
* SMILES: NC/C=N\O
* spin multiplicity: 1
* highest occupied orbital energy: -0.35269 hartree

Atom charges from the Mulliken analysis, given in e for atoms 1 to 6: number 1, N, carries -0.53; number 2, C, carries -0.61; number 3, C, carries 0.16; number 4, N, carries -0.34; number 5, O, carries -0.35; number 6, H, carries 0.23

---

(ii)
Molecular formula: C2H6N2O
Method: DFT, ωB97M-V/def2-TZVPD

Cartesian coordinates (Å):
N 1.87 -0.54 0.08
N 1.30 0.72 -0.04
C 0.00 0.75 0.03
C -0.79 -0.50 0.10
O -2.22 -0.15 -0.14
H 2.87 -0.56 -0.27
H 1.35 -1.29 -0.32
H -0.46 1.70 -0.08
H -0.53 -1.06 -0.79
H -0.51 -1.05 1.05
H -2.44 0.62 0.57

Computed properties:
* SMILES: N/N=C\CO
* spin multiplicity: 1
* highest occupied orbital energy: -0.33465 hartree

Atom charges from the Mulliken analysis, given in e for atoms 1 to 6: number 1, N, carries -0.37; number 2, N, carries -0.43; number 3, C, carries 0.05; number 4, C, carries -0.41; number 5, O, carries -0.52; number 6, H, carries 0.27

---

(iii)
Molecular formula: C2H6N2O
Method: DFT, ωB97M-V/def2-TZVPD

Cartesian coordinates (Å):
H 0.14 2.02 0.12
N -0.70 1.35 -0.10
C -0.11 0.18 -0.04
C 1.39 -0.32 -0.04
N -1.10 -0.85 -0.17
O -2.22 -0.22 -0.12
H 1.89 -0.70 0.83
H 1.52 -1.09 -0.84
H 2.23 0.39 -0.56
H -1.17 -1.39 0.65
H -1.86 0.63 0.28

Computed properties:
* SMILES: [H]/N=C(\C)NO
* spin multiplicity: 1
* highest occupied orbital energy: -0.33627 hartree

Atom charges from the Mulliken analysis, given in e for atoms 1 to 6: number 1, H, carries 0.27; number 2, N, carries -0.59; number 3, C, carries 0.39; number 4, C, carries -0.99; number 5, N, carries -0.18; number 6, O, carries -0.43

---

Unit: kJ/mol. Relative energies: (i) 107.3; (ii) 0.0; (iii) 153.9.

---

(i)
Molecular formula: C2H6N2O
Method: DFT, ωB97M-V/def2-TZVPD

Cartesian coordinates (Å):
H 0.58 1.81 0.88
N -0.28 1.37 0.78
C -0.18 0.41 -0.01
C 1.20 -0.02 -0.53
N -1.45 -0.12 -0.33
O -1.32 -1.59 -0.09
H 1.12 -0.14 -1.59
H 1.24 -1.06 -0.38
H 1.85 0.71 -0.21
H -1.94 0.13 0.59
H -0.81 -1.50 0.89

Computed properties:
* SMILES: [H]/N=C(\C)NO
* spin multiplicity: 1
* highest occupied orbital energy: -0.37890 hartree

Atom charges from the Mulliken analysis, given in e for atoms 1 to 6: number 1, H, carries 0.20; number 2, N, carries -0.65; number 3, C, carries 0.44; number 4, C, carries -0.98; number 5, N, carries -0.31; number 6, O, carries -0.43

---

(ii)
Molecular formula: C2H6N2O
Method: DFT, ωB97M-V/def2-TZVPD

Cartesian coordinates (Å):
N -1.23 -0.82 -0.32
C -0.57 0.41 0.39
C 0.67 0.94 -0.30
N 1.68 0.17 -0.31
O 1.48 -1.15 0.12
H -1.68 -0.47 -1.23
H -0.34 -1.35 -0.56
H -1.15 1.39 0.67
H -0.20 0.17 1.46
H 0.76 2.06 -0.53
H 0.57 -1.34 0.60

Computed properties:
* SMILES: NC/C=N\O
* spin multiplicity: 1
* highest occupied orbital energy: -0.36953 hartree

Atom charges from the Mulliken analysis, given in e for atoms 1 to 6: number 1, N, carries -0.63; number 2, C, carries -0.79; number 3, C, carries 0.19; number 4, N, carries -0.33; number 5, O, carries -0.36; number 6, H, carries 0.28

---

Unit: kJ/mol. Relative energies: (i) 0.0; (ii) 23.8.

---

(i)
Molecular formula: C2H6N2O
Method: DFT, ωB97M-V/def2-TZVPD

Cartesian coordinates (Å):
H 0.63 -1.16 -1.96
N 0.85 -0.30 -1.17
C -0.12 -0.53 -0.32
N -1.05 -1.49 -0.08
O -0.53 0.45 0.35
C 0.49 1.51 0.63
H -1.69 -1.12 0.68
H -0.98 -2.72 -0.34
H 1.65 1.18 0.87
H 0.44 2.17 -0.24
H 0.31 2.01 1.58

Computed properties:
* SMILES: [H]/N=C(\N)OC
* spin multiplicity: 1
* highest occupied orbital energy: -0.32682 hartree

Atom charges from the Mulliken analysis, given in e for atoms 1 to 6: number 1, H, carries 0.21; number 2, N, carries -0.69; number 3, C, carries 0.61; number 4, N, carries -0.50; number 5, O, carries -0.37; number 6, C, carries -0.66

---

(ii)
Molecular formula: C2H6N2O
Method: DFT, ωB97M-V/def2-TZVPD

Cartesian coordinates (Å):
N 1.07 -0.99 -0.41
C 1.96 -0.68 -1.44
O 2.21 0.44 -1.81
H 1.43 -1.72 0.19
H 0.32 -0.40 -0.09
H 2.33 -1.67 -1.72
C -1.59 1.23 1.09
N -2.20 0.49 0.24
H -1.15 2.27 0.96
H -1.58 1.11 2.18
H -2.80 -0.10 0.81

Computed properties:
* SMILES: NC=O.C=N
* spin multiplicity: 1
* highest occupied orbital energy: -0.37066 hartree

Atom charges from the Mulliken analysis, given in e for atoms 1 to 6: number 1, N, carries -0.32; number 2, C, carries 0.14; number 3, O, carries -0.51; number 4, H, carries 0.22; number 5, H, carries 0.19; number 6, H, carries 0.28

---

Unit: kJ/mol. Relative energies: (i) 149.9; (ii) 0.0.

---

(i)
Molecular formula: C5H4F2O
Method: DFT, ωB97M-V/def2-TZVPD

Cartesian coordinates (Å):
C -1.61 -0.97 -0.27
C -1.10 0.34 -0.03
C -1.99 1.41 -0.07
C -3.74 -0.22 0.44
C 0.44 0.57 -0.09
O -2.94 -1.10 -0.16
F -1.71 2.60 0.47
F -4.97 -0.15 -0.19
H -1.08 -1.90 -0.48
H 0.63 -0.06 0.67
H 0.95 0.20 -0.95
H 0.74 1.61 0.19

Computed properties:
* spin multiplicity: 1
* highest occupied orbital energy (spin up / spin down): -0.31362 / -0.31356 hartree

Atom charges from the Mulliken analysis, given in e for atoms 1 to 6: number 1, C, carries -0.12; number 2, C, carries 0.71; number 3, C, carries -0.28; number 4, C, carries -0.06; number 5, C, carries -1.18; number 6, O, carries -0.15

---

(ii)
Molecular formula: C5H4F2O
Method: DFT, ωB97M-V/def2-TZVPD

Cartesian coordinates (Å):
C -1.53 -0.11 -0.08
C -2.04 1.13 0.08
C -0.04 -0.62 -0.22
C 1.11 0.11 0.06
C 2.40 -0.62 0.21
H -1.46 2.12 -0.10
H -3.02 1.28 0.13
H 0.11 -1.65 -0.30
H 2.28 -1.74 0.96
O 3.51 -0.17 -0.34
F -2.44 -1.07 -0.22
F 1.10 1.34 -0.17

Computed properties:
* spin multiplicity: 1
* highest occupied orbital energy: -0.34595 hartree

Atom charges from the Mulliken analysis, given in e for atoms 1 to 6: number 1, C, carries 0.50; number 2, C, carries -0.77; number 3, C, carries -0.58; number 4, C, carries 0.73; number 5, C, carries -0.16; number 6, H, carries 0.19

---

Unit: kJ/mol. Relative energies: (i) 211.1; (ii) 0.0.

---

(i)
Molecular formula: C3H12O4
Method: DFT, ωB97M-V/def2-TZVPD

Cartesian coordinates (Å):
C -2.26 -0.42 1.77
C -1.59 -0.48 0.58
O -0.22 -0.34 0.75
C -2.12 -0.99 -0.75
H -3.25 -0.01 1.73
H -1.69 -0.62 2.80
H 0.00 -1.00 1.42
H -2.34 -0.03 -1.31
H -3.04 -1.58 -0.84
H -1.43 -1.36 -1.40
H 0.96 1.12 -0.57
H 1.68 0.86 -1.95
O 1.32 1.52 -1.38
H 0.84 -3.94 1.91
H -0.21 -3.04 2.48
O 0.39 -3.76 2.76
H 4.44 5.10 -3.28
H 4.38 4.58 -1.92
O 4.13 4.40 -2.79

Computed properties:
* ⟨S²⟩: 0.751
* spin multiplicity: 2
* charge: -1
* highest occupied orbital energy (spin up / spin down): 0.01699 / -0.16946 hartree

Atom charges from the Mulliken analysis, given in e for atoms 1 to 6: number 1, C, carries -0.95; number 2, C, carries -0.04; number 3, O, carries 0.26; number 4, C, carries -1.40; number 5, H, carries 0.24; number 6, H, carries 0.53

---

(ii)
Molecular formula: C3H12O4
Method: DFT, ωB97M-V/def2-TZVPD

Cartesian coordinates (Å):
C -0.40 -1.26 0.95
O -0.18 -1.72 -0.41
C -1.26 -0.05 0.96
C -2.32 0.09 1.72
H 0.64 -1.22 1.29
H -0.85 -2.03 1.59
H 0.75 -1.98 -0.46
H -0.99 0.74 0.30
H -3.00 0.95 1.81
H -2.68 -0.57 2.51
H 0.76 -1.58 -3.84
H 0.86 -0.75 -2.58
O 1.20 -0.79 -3.48
H 0.60 1.94 -2.22
H 1.98 1.60 -1.72
O 1.16 2.01 -1.43
H 1.56 2.00 2.25
H 1.05 1.37 0.91
O 1.10 1.24 1.87

Computed properties:
* ⟨S²⟩: 0.751
* spin multiplicity: 2
* charge: -1
* highest occupied orbital energy (spin up / spin down): 0.02919 / -0.23020 hartree

Atom charges from the Mulliken analysis, given in e for atoms 1 to 6: number 1, C, carries -1.16; number 2, O, carries -0.11; number 3, C, carries -0.25; number 4, C, carries -0.88; number 5, H, carries 0.63; number 6, H, carries 0.12

---

Unit: kJ/mol. Relative energies: (i) 92.9; (ii) 0.0.

---

(i)
Molecular formula: CH6O2Si
Method: DFT, ωB97M-V/def2-TZVPD

Cartesian coordinates (Å):
C -0.89 0.93 -0.53
Si 0.04 -0.40 0.49
O 0.44 -1.67 -0.54
O 1.48 0.41 0.92
H -1.88 0.97 0.01
H -0.22 1.87 -0.58
H -1.15 0.72 -1.63
H -0.54 -0.62 1.96
H 0.52 -2.58 -0.35
H 2.20 0.37 0.25

Computed properties:
* SMILES: C[SiH](O)O
* spin multiplicity: 1
* highest occupied orbital energy: -0.38263 hartree

Atom charges from the Mulliken analysis, given in e for atoms 1 to 6: number 1, C, carries -0.84; number 2, Si, carries 0.57; number 3, O, carries -0.47; number 4, O, carries -0.54; number 5, H, carries 0.24; number 6, H, carries 0.25

---

(ii)
Molecular formula: CH6O2Si
Method: DFT, ωB97M-V/def2-TZVPD

Cartesian coordinates (Å):
C 0.93 -0.54 0.84
O -1.51 -1.39 0.10
O -1.65 1.24 0.38
Si -0.68 -0.03 -0.03
H 0.73 -1.51 1.39
H 1.91 -0.55 0.31
H 0.96 0.41 1.50
H -2.34 -1.51 -0.36
H -1.96 1.75 -0.33
H -1.13 1.41 -2.72

Computed properties:
* spin multiplicity: 1
* highest occupied orbital energy (spin up / spin down): -0.35054 / -0.26610 hartree

Atom charges from the Mulliken analysis, given in e for atoms 1 to 6: number 1, C, carries -0.85; number 2, O, carries -0.39; number 3, O, carries -0.43; number 4, Si, carries 0.31; number 5, H, carries 0.25; number 6, H, carries 0.32

---

Unit: kJ/mol. Relative energies: (i) 0.0; (ii) 362.2.